Computed, not measured: a 3-piece molecular cluster, C18H35Cl3N5O7 overall, with ωB97M-V/def2-TZVPD.

The geometry in ORCA input format:
```
! wB97M-V def2-TZVPD RIJCOSX def2/J DEFGRID3
* xyz 1 1
C -3.346 2.523 -1.754
C -2.251 1.495 -2.065
C -1.861 0.734 -0.808
O -0.872 -0.252 -1.128
C 0.360 -0.024 -0.500
C 0.253 -0.285 0.976
N 0.712 0.598 1.858
C 0.462 0.078 3.066
N 0.785 0.709 4.206
Cl 1.438 2.249 3.955
C 0.579 0.227 5.621
N 0.907 1.137 6.645
N -0.167 -1.125 2.942
C -0.689 -2.091 3.880
Cl -0.404 -3.728 3.231
C -2.198 -1.937 4.199
C -2.778 -0.532 4.015
Cl -2.377 -2.423 5.918
N -0.288 -1.322 1.587
H -3.593 2.536 -0.697
H -4.248 2.274 -2.301
H -3.053 3.518 -2.062
H -2.594 0.755 -2.777
H -1.345 1.971 -2.423
H -2.726 0.237 -0.374
H -1.479 1.456 -0.083
H 1.135 -0.628 -0.958
H 0.644 1.021 -0.613
H 1.174 -0.669 5.767
H -0.467 -0.047 5.736
H 1.888 1.366 6.684
H 0.335 1.967 6.640
H -0.124 -2.063 4.795
H -2.767 -2.669 3.647
H -2.786 -0.006 4.960
H -3.816 -0.638 3.724
H -2.285 0.043 3.239
H -0.724 -2.104 1.121
C -0.439 4.691 -4.707
C -1.287 4.929 -3.477
O -0.821 4.173 -2.342
C 0.267 4.651 -1.746
O 0.857 5.656 -2.024
O 0.572 3.826 -0.737
C 1.757 4.178 -0.015
H -0.391 3.626 -4.937
H -0.866 5.214 -5.562
H 0.579 5.049 -4.561
H -2.303 4.580 -3.648
H -1.335 5.985 -3.216
H 1.712 5.198 0.358
H 2.637 4.046 -0.642
H 1.802 3.488 0.821
C 3.612 -5.318 -4.868
C 3.706 -6.008 -3.524
O 3.367 -5.124 -2.437
C 2.078 -4.881 -2.278
O 1.166 -5.349 -2.902
O 1.942 -4.036 -1.242
C 0.597 -3.659 -0.992
H 4.234 -4.422 -4.880
H 3.951 -5.990 -5.655
H 2.589 -5.020 -5.090
H 4.731 -6.311 -3.327
H 3.077 -6.897 -3.480
H -0.042 -4.530 -0.862
H 0.211 -3.045 -1.808
H 0.606 -3.054 -0.090
*
```

Values from the calculation:
* highest occupied orbital energy: -12.888 eV
* molecular weight: 539.865 g/mol
* LUMO level: -2.97 eV